{"formula": "C42H90F10N8O17PbS6", "method": "the ωB97M-V functional and the def2-TZVPD basis", "symbols": ["Pb", "C", "C", "C", "N", "C", "C", "C", "C", "C", "H", "H", "H", "H", "H", "H", "H", "H", "H", "H", "H", "H", "H", "H", "H", "H", "H", "H", "C", "C", "C", "N", "C", "C", "C", "C", "C", "H", "H", "H", "H", "H", "H", "H", "H", "H", "H", "H", "H", "H", "H", "H", "H", "H", "H", "C", "C", "C", "N", "C", "C", "C", "C", "C", "H", "H", "H", "H", "H", "H", "H", "H", "H", "H", "H", "H", "H", "H", "H", "H", "H", "H", "C", "C", "C", "N", "C", "C", "C", "C", "C", "H", "H", "H", "H", "H", "H", "H", "H", "H", "H", "H", "H", "H", "H", "H", "H", "H", "H", "C", "C", "C", "N", "C", "C", "C", "C", "C", "H", "H", "H", "H", "H", "H", "H", "H", "H", "H", "H", "H", "H", "H", "H", "H", "H", "H", "N", "O", "O", "O", "C", "F", "F", "F", "S", "O", "O", "O", "C", "F", "F", "F", "S", "O", "O", "O", "N", "S", "O", "O", "F", "S", "O", "O", "F", "N", "S", "O", "O", "F", "S", "O", "O", "F"], "coordinates": [[0.19689, -0.46145, -0.00041], [4.10812, 2.84628, 1.53219], [3.51355, 4.06869, 2.14783], [2.66138, 4.87530, 1.12423], [1.96811, 6.13390, 1.62936], [0.93818, 5.84177, 2.72532], [2.99611, 7.23111, 2.10048], [2.75448, 8.49745, 1.26533], [1.30591, 8.38979, 0.84926], [1.24647, 6.90327, 0.48139], [4.84959, 3.09383, 0.77255], [3.44840, 2.16395, 0.99621], [4.60729, 2.25340, 2.29862], [4.30141, 4.64057, 2.63807], [2.89347, 3.70940, 2.96911], [1.83343, 4.23547, 0.81890], [3.20321, 5.14066, 0.21644], [0.52935, 6.81006, 3.01410], [1.55034, 5.36528, 3.49103], [0.18422, 5.14156, 2.36566], [2.91571, 7.41298, 3.17219], [3.98353, 6.85591, 1.83152], [2.85044, 9.44225, 1.80037], [3.43644, 8.53516, 0.41585], [0.64245, 8.69794, 1.65733], [1.22665, 8.98129, -0.06284], [0.19362, 6.62592, 0.42959], [1.73087, 6.70034, -0.47374], [5.40571, -3.01121, 9.23334], [5.60650, -1.93515, 8.15633], [4.46122, -1.66861, 7.21630], [4.55546, -0.36473, 6.39337], [5.08503, 0.92824, 7.18174], [3.12017, -0.11032, 5.82257], [3.36667, 0.78693, 4.54605], [4.90155, 0.56774, 4.23883], [5.29817, -0.56968, 5.07715], [4.37597, -3.32029, 9.41272], [5.89742, -2.61276, 10.12079], [6.12057, -3.81386, 9.05213], [6.44074, -2.18082, 7.49921], [5.88104, -1.02255, 8.68539], [3.46506, -1.53402, 7.63779], [4.21378, -2.44899, 6.49666], [4.80412, 1.77002, 6.54881], [6.15394, 0.84841, 7.37963], [4.58797, 1.02699, 8.14677], [2.49335, 0.45500, 6.51220], [2.66020, -1.06747, 5.57681], [3.11739, 1.83092, 4.73590], [2.74571, 0.31137, 3.78687], [5.48885, 1.44854, 4.49838], [4.85783, 0.35627, 3.17044], [6.37067, -0.59905, 5.26950], [4.97750, -1.47516, 4.56200], [-3.72574, 0.54177, 1.68315], [-5.16352, 0.75380, 1.21614], [-5.17349, 2.02051, 0.32183], [-6.47731, 2.10435, -0.58416], [-6.62117, 0.96658, -1.62421], [-7.63007, 2.32888, 0.38885], [-8.70282, 2.97975, -0.48474], [-7.83265, 3.80280, -1.50246], [-6.39615, 3.34288, -1.42863], [-2.99646, 0.46358, 0.87683], [-3.64190, -0.43478, 2.16003], [-3.39321, 1.28597, 2.40681], [-5.77078, 0.89763, 2.10980], [-5.66393, -0.08917, 0.73959], [-4.35898, 1.94467, -0.39853], [-5.10484, 2.90666, 0.95281], [-5.68954, 1.00813, -2.18852], [-7.54051, 1.01414, -2.20785], [-6.65162, -0.05504, -1.24545], [-7.96852, 1.45496, 0.94546], [-7.42292, 2.94572, 1.26332], [-9.13987, 2.17667, -1.07817], [-9.48596, 3.47053, 0.09313], [-8.28032, 3.69839, -2.49078], [-7.75978, 4.82939, -1.14344], [-5.86898, 3.35302, -2.38261], [-5.80309, 4.01778, -0.81146], [2.85718, -7.88733, 0.36323], [2.13202, -7.09151, -0.74258], [0.60491, -7.19610, -0.62724], [-0.19241, -6.13742, -1.43533], [-0.05783, -4.71556, -0.85363], [-1.66161, -6.51933, -1.61797], [-2.10149, -5.78128, -2.83303], [-0.89320, -5.39439, -3.63299], [0.27509, -6.07946, -2.87765], [2.55800, -7.60974, 1.37394], [3.92604, -7.74409, 0.20471], [2.70139, -8.95317, 0.19648], [2.44805, -7.34913, -1.75345], [2.35900, -6.03040, -0.63954], [0.36109, -7.09095, 0.42993], [0.10081, -8.12700, -0.88690], [0.97061, -4.37707, -0.72786], [-0.61997, -4.73498, 0.08004], [-0.37806, -4.01904, -1.62850], [-2.21886, -6.29988, -0.70725], [-1.63291, -7.59523, -1.79034], [-2.69593, -4.86804, -2.80586], [-2.84918, -6.38855, -3.34321], [-0.67674, -4.33685, -3.78416], [-0.92605, -5.83757, -4.62829], [1.25752, -5.60900, -2.83767], [0.27593, -7.11500, -3.21787], [-3.72669, 2.63447, -4.81377], [-3.22074, 1.22926, -4.94963], [-1.74917, 1.30300, -5.59756], [-1.13581, -0.11198, -6.01823], [-1.28781, -1.15252, -4.82339], [0.40034, 0.01849, -6.36317], [0.73935, -0.82332, -7.60041], [-0.59514, -1.56646, -7.88051], [-1.70409, -0.70530, -7.32071], [-3.16900, 3.40917, -4.28752], [-4.52128, 2.53514, -4.07427], [-4.03068, 3.09933, -5.75163], [-3.94161, 0.55397, -5.41053], [-3.03686, 0.76255, -3.98191], [-1.04787, 1.70812, -4.86807], [-1.51081, 1.96200, -6.43244], [-0.99568, -0.90761, -3.80222], [-0.80953, -2.11053, -5.02726], [-2.34647, -1.39772, -4.73836], [0.99177, -0.19687, -5.47327], [0.60367, 1.05978, -6.61313], [1.64465, -1.41214, -7.45270], [1.02043, -0.14226, -8.40370], [-0.58229, -2.58397, -7.48986], [-0.73545, -1.60329, -8.96081], [-2.64160, -1.18950, -7.04734], [-1.86969, 0.15870, -7.96427], [0.36537, 1.26943, 2.54907], [0.46842, 1.81393, 3.64156], [-0.67070, 0.79998, 2.17104], [1.40120, 1.05851, 1.92592], [-4.15638, -3.13234, -0.47621], [-3.35880, -4.07789, 0.02165], [-4.99868, -3.64245, -1.27661], [-4.74810, -2.45727, 0.53140], [-3.02773, -1.91615, -1.53527], [-3.88967, -0.77607, -1.83352], [-1.86162, -1.63271, -0.65366], [-2.73765, -2.65300, -2.74683], [3.87423, -0.97366, -2.44288], [3.59618, 0.15436, -3.16326], [5.03983, -1.52453, -2.78553], [3.97089, -0.69670, -1.12110], [2.43778, -2.20954, -2.60199], [3.06248, -3.54236, -2.41538], [1.39899, -1.83386, -1.62211], [1.96535, -2.00579, -3.98023], [-0.13215, 1.58248, -1.11306], [1.10231, 2.28915, -2.11799], [1.53729, 3.67168, -2.21790], [1.23461, 1.51430, -3.34985], [2.33901, 1.63713, -1.29470], [-0.92406, 2.82997, -1.13149], [-1.72983, 3.04526, -2.29636], [-0.48579, 4.02410, -0.44572], [-1.95624, 2.28674, 0.07503], [0.89406, -2.07157, 1.68572], [2.52714, -2.67463, 2.01337], [2.97820, -3.60039, 1.00176], [2.93887, -2.88941, 3.35427], [3.31156, -1.35573, 1.50936], [0.24062, -2.96393, 2.67135], [0.00732, -2.44807, 4.02872], [0.31755, -4.37832, 2.48570], [-1.25528, -2.62048, 2.07499]], "forces_ev_per_a": [[0.0, -0.9, 0.9], [0.9, -0.8, -1.1], [-1.0, 0.7, 0.3], [-0.4, -0.5, 0.6], [-0.2, 1.8, -0.5], [1.5, -0.1, -0.6], [0.4, -0.3, -0.5], [-0.2, 0.3, 0.8], [1.3, -0.8, -1.1], [-1.2, 0.1, 0.6], [0.3, 0.2, 0.1], [-0.5, 0.3, 0.4], [0.0, 0.1, -0.1], [0.1, 0.4, -0.3], [-0.5, 0.2, 0.0], [0.0, -0.1, -0.2], [0.2, 0.1, 0.2], [-0.1, -0.3, 0.2], [-0.5, 0.2, 0.4], [0.1, 0.1, -0.2], [-0.1, -0.3, -0.1], [-0.1, -0.2, 0.5], [0.6, -0.3, 0.4], [-0.2, -0.1, -0.1], [-0.2, -0.1, -0.3], [-0.8, 0.1, 0.2], [0.2, -0.8, -0.1], [0.1, -0.1, 0.2], [1.3, 0.2, 0.0], [0.1, 0.3, -0.4], [-1.5, 1.0, -0.2], [-0.7, 0.0, 0.0], [-0.9, -1.6, -0.9], [0.8, 1.8, -0.4], [0.6, -1.6, 1.3], [-1.9, 1.4, -0.8], [0.9, -0.3, 0.6], [0.3, -0.1, 0.0], [-0.8, 0.1, 0.4], [-0.8, -0.6, -0.4], [0.3, -0.1, 0.2], [-0.1, 0.2, -0.2], [0.3, 0.0, 1.1], [0.7, -0.2, -0.2], [0.3, -0.1, 0.1], [-0.1, -0.1, -0.5], [-0.3, -0.4, -0.2], [0.2, -0.4, 0.4], [0.3, 0.0, 0.1], [-0.2, -0.2, -0.3], [0.1, 0.8, -0.3], [0.0, 0.1, -0.5], [1.0, 0.0, 0.1], [0.0, -0.2, 0.1], [-0.2, -0.3, 0.7], [0.1, -1.2, 0.0], [-0.1, 1.0, 0.0], [-0.8, -2.0, -0.9], [1.4, -0.8, 1.0], [0.5, -0.6, 1.0], [-1.3, 0.0, -0.2], [1.3, -0.9, -0.8], [-1.1, 1.0, 0.7], [-0.2, 0.8, 1.4], [-0.3, 0.3, -0.1], [-0.1, 0.0, 0.3], [-0.1, 0.1, -0.2], [-0.1, 0.4, 0.1], [0.7, -0.1, -0.4], [0.1, 0.2, 0.1], [-0.2, 0.2, -0.5], [-0.3, 0.1, -0.3], [0.2, 0.9, -0.1], [0.2, 0.3, 0.9], [0.2, -0.7, -0.9], [1.1, 0.6, -0.6], [-0.5, 0.1, 0.2], [0.3, 0.3, -0.3], [0.2, 0.5, 0.0], [-0.7, 0.3, -0.6], [-0.1, -1.1, 0.1], [-0.2, 0.3, 0.0], [0.0, -0.1, -1.2], [-0.8, 0.4, 0.0], [-0.7, 0.5, 0.2], [0.7, 0.5, 0.2], [-0.1, -0.8, -0.5], [0.9, 0.3, 1.3], [-2.1, 1.0, -1.2], [2.0, -0.9, -0.8], [-0.6, -0.1, 0.4], [0.0, 0.1, -0.1], [0.0, 0.2, 0.4], [-0.2, -0.1, 0.3], [0.2, -0.3, 0.1], [0.2, 0.1, 0.1], [-0.3, 0.5, 0.0], [0.6, -0.3, -0.4], [0.3, -0.8, 0.3], [0.1, 0.5, -0.2], [-0.8, -0.1, 0.3], [0.1, -0.1, 0.0], [-0.2, 0.0, 0.0], [0.1, 0.1, 1.4], [0.5, -0.5, -0.5], [-0.5, 0.1, 0.4], [0.1, 0.1, -0.1], [-0.1, 0.0, -0.6], [0.6, -0.1, 0.1], [-1.0, 0.7, 0.9], [3.1, -0.1, -0.5], [0.1, -1.9, 0.1], [1.3, -0.3, 1.5], [-1.2, -0.1, -1.1], [-0.1, 0.9, 0.5], [-0.7, 0.4, 0.6], [0.6, -0.2, -0.9], [0.3, 0.7, 1.5], [1.1, -0.6, -0.2], [-0.9, 0.2, -0.5], [-0.4, -0.3, 0.0], [0.2, 0.3, -0.6], [-0.1, 0.3, 0.3], [-0.2, -0.4, 0.5], [-1.0, -0.2, -0.5], [0.5, 1.1, -0.5], [0.4, 0.4, -0.6], [-0.1, 0.3, -0.2], [-0.3, -0.3, 0.1], [-0.4, 0.1, 0.2], [-0.5, -0.5, 0.2], [-0.4, 0.0, -0.2], [-0.1, 0.1, 0.1], [-0.1, -0.4, 0.0], [0.1, -0.1, -0.4], [-0.2, -0.1, 0.0], [1.7, 0.1, 3.1], [-0.5, 1.2, 0.7], [-3.3, -1.0, -1.6], [2.1, -0.3, -2.5], [3.3, 2.7, 0.4], [-0.2, -0.2, 0.3], [-2.1, -1.1, -1.1], [0.1, -0.6, -0.5], [-1.0, 0.3, 0.4], [0.4, -0.1, 0.9], [-1.2, -0.3, -0.9], [0.6, -0.5, 0.5], [-0.7, -0.3, 0.6], [0.9, -1.5, 1.0], [-0.8, 0.6, -0.5], [0.0, 0.6, -0.6], [0.8, -2.3, -2.9], [-1.2, 2.3, 0.5], [0.7, 0.0, 0.2], [0.3, 0.2, 1.2], [5.1, 0.5, -2.9], [6.1, -3.2, -3.5], [-1.9, -1.5, 1.0], [-1.7, 1.2, 1.7], [-1.1, 0.5, 0.5], [-8.1, 5.7, 4.5], [0.3, -0.3, -0.1], [0.6, -0.8, -0.6], [0.4, 0.2, -1.6], [6.9, 0.4, -0.9], [2.6, 0.7, -4.7], [-1.4, 0.5, 1.3], [-0.7, 0.6, 0.6], [-0.9, -0.2, 0.9], [-9.3, -1.4, 6.1], [1.8, -0.9, -2.1], [1.0, 0.0, -0.1], [0.4, -0.3, -0.2]], "lowdin_charge": [1.61, -0.09, -0.22, -0.10, -0.22, 0.05, -0.06, -0.17, -0.16, -0.09, 0.09, 0.06, 0.05, 0.11, 0.09, 0.12, 0.14, 0.11, 0.10, 0.11, 0.13, 0.12, 0.12, 0.12, 0.12, 0.13, 0.12, 0.14, -0.07, -0.23, -0.12, -0.20, 0.08, -0.06, -0.12, -0.17, -0.13, 0.09, 0.08, 0.08, 0.12, 0.10, 0.13, 0.14, 0.09, 0.10, 0.11, 0.13, 0.12, 0.10, 0.08, 0.11, 0.11, 0.14, 0.13, -0.10, -0.21, -0.07, -0.21, 0.05, -0.11, -0.12, -0.13, -0.13, 0.04, 0.09, 0.09, 0.11, 0.09, 0.11, 0.14, 0.08, 0.11, 0.10, 0.14, 0.14, 0.10, 0.12, 0.12, 0.12, 0.13, 0.13, -0.07, -0.21, -0.10, -0.23, 0.05, -0.09, -0.17, -0.14, -0.08, 0.08, 0.08, 0.08, 0.11, 0.10, 0.13, 0.12, 0.08, 0.10, 0.09, 0.13, 0.13, 0.09, 0.13, 0.10, 0.12, 0.13, 0.14, -0.11, -0.20, -0.05, -0.18, 0.03, -0.09, -0.12, -0.15, -0.10, 0.07, 0.05, 0.09, 0.11, 0.08, 0.10, 0.12, 0.10, 0.09, 0.07, 0.10, 0.12, 0.12, 0.11, 0.12, 0.12, 0.13, 0.14, -0.63, 0.02, -0.07, -0.13, -0.66, 0.13, 0.21, 0.13, 0.54, -0.32, -0.49, -0.32, -0.59, 0.10, 0.15, 0.09, 0.55, -0.32, -0.50, -0.34, -0.40, 0.62, -0.23, -0.27, -0.20, 0.40, -0.25, -0.28, -0.23, -0.39, 0.59, -0.25, -0.25, -0.19, 0.40, -0.28, -0.26, -0.23], "fmax_ev_per_a": 11.2, "charge": 2, "e_tot_ev": -189153.808}